## A
The following is a quantum chemistry calculation of an isolated molecule of C2H4N2O2, from OMol25.

Last column: Löwdin charge in e.
Geometry (Å):
C 0.240 0.808 0.106  -0.581
C -0.562 -1.208 0.246  -0.076
H -0.345 2.095 1.188  0.157
H 1.006 0.584 -1.748  0.203
H -1.610 -1.745 0.034  0.186
H 0.308 -1.601 0.812  0.135
N 0.530 1.990 0.406  0.128
N 1.053 -0.148 -0.842  0.055
O -0.076 -0.917 -1.102  -0.193
O -0.544 0.141 0.900  -0.013

Total charge ... 0
E_HOMO ... -9.877 eV
SMILES string ... [H]/N=C1/NOCO1
LUMO energy ... 0.025 Ha
Orbital gap ... 10.551 eV


## B
The following is a quantum chemistry calculation of a 2-piece molecular cluster, C2H4N2O2 overall, from OMol25.

Last column: Löwdin charge in e.
Geometry (Å):
C 1.305 -0.352 0.421  -0.070
C -0.621 1.303 -1.686  -0.485
N -0.797 -0.647 1.206  0.002
N 0.161 0.121 0.671  -0.150
O -1.259 0.363 -1.839  0.191
O -0.017 2.267 -1.571  0.211
H 1.572 -1.401 0.557  0.068
H 2.059 0.329 0.076  0.057
H -0.675 -1.657 1.170  0.092
H -1.729 -0.327 0.996  0.085

Total charge ... 0
E_HOMO ... -9.201 eV
SMILES string ... O=C=O.C=NN
LUMO energy ... 0.028 Ha
Orbital gap ... 9.951 eV


## C
The following is a quantum chemistry calculation of an isolated molecule of C2H4N2O2, from OMol25.

Last column: Löwdin charge in e.
Geometry (Å):
C -0.978 -0.795 -0.006  -0.262
C 0.948 1.057 0.028  -0.192
H 1.993 -1.798 0.602  0.209
H -1.004 -1.839 -0.166  0.101
H -2.847 -0.507 -0.431  0.097
H 2.023 0.997 0.304  0.139
N 0.356 -0.344 0.157  -0.107
N -2.009 -0.050 0.119  0.070
O 1.304 -1.388 -0.191  -0.134
O 0.144 1.930 -0.107  0.079

Total charge ... 0
E_HOMO ... -9.315 eV
SMILES string ... [H]/N=C/N(O)C=O
LUMO energy ... 0.010 Ha
Orbital gap ... 9.583 eV


Q: What are the energies relative to the best structure? A: A 3.994; B 0.000; C 3.136, in eV.


## A
The following is a quantum chemistry calculation of a 2-piece molecular cluster, C10H14N3S overall, from OMol25.

Last column: Löwdin charge in e.
Geometry (Å):
C 1.893 2.549 -0.200  -0.784
C 1.555 -3.338 -0.754  -0.031
C 1.368 -2.150 -1.531  -0.025
C 1.176 -3.326 0.555  -0.055
C 0.600 -1.078 -1.105  -0.034
C 0.422 -2.233 1.063  0.043
C 0.057 -1.124 0.183  -0.192
C -2.288 0.798 -0.857  -0.002
C -1.008 1.262 -0.110  -0.378
C -0.570 0.039 0.747  -0.258
N 1.518 3.386 -0.999  0.146
N -0.900 0.132 1.965  0.233
N -1.166 2.318 0.839  0.037
S 2.176 1.374 0.839  0.807
H 2.028 -4.218 -1.197  0.125
H 1.832 -2.078 -2.546  0.130
H 1.332 -4.195 1.100  0.094
H 0.483 -0.179 -1.623  0.098
H 0.113 -2.297 2.116  0.114
H -2.590 1.388 -1.727  0.094
H -2.263 -0.240 -1.049  0.067
H -3.190 0.999 -0.252  0.096
H -0.295 1.642 -0.806  0.086
H -1.582 0.846 2.245  0.150
H -0.571 -0.365 2.809  0.167
H -1.819 3.014 0.745  0.063
H -0.263 2.864 0.970  0.095
H 1.951 4.209 -1.421  0.115

Total charge ... +1
E_HOMO ... -12.921 eV
LUMO energy ... -0.161 Ha
Orbital gap ... 8.528 eV


## B
The following is a quantum chemistry calculation of a 2-piece molecular cluster, C10H14N3S overall, from OMol25.

Last column: Löwdin charge in e.
Geometry (Å):
C -0.461 -3.484 -1.291  -0.103
C -0.599 -2.566 -0.342  -0.148
C 0.726 -3.504 -2.062  -0.017
C 1.815 -2.677 -1.755  -0.004
C 0.502 -1.643 -0.060  -0.422
C -2.622 2.766 2.064  -0.024
C -1.404 3.034 1.643  -0.167
C -1.649 0.541 -0.917  -0.590
C 2.758 -0.960 -0.353  0.002
C -0.644 2.306 0.468  -0.134
N 1.645 -1.825 -0.734  -0.073
N -1.618 1.772 -0.569  -0.005
N 0.367 -0.590 0.715  0.066
S -2.104 -0.755 -1.591  1.037
H -1.285 -3.984 -1.587  0.087
H -1.586 -2.456 0.288  0.143
H 0.784 -4.319 -2.815  0.126
H 2.714 -2.694 -2.280  0.122
H -3.147 3.235 2.935  0.080
H -3.304 2.070 1.409  0.092
H -0.661 3.692 2.297  0.144
H 3.655 -1.538 -0.385  0.087
H 2.772 -0.125 -1.117  0.123
H 2.503 -0.482 0.631  0.099
H -0.188 1.377 0.779  0.054
H 0.066 2.929 -0.088  0.124
H -2.006 2.624 -1.133  0.230
H -0.190 -0.868 1.511  0.070

Total charge ... +1
E_HOMO (alpha / beta) ... -11.606 / -11.607 eV
LUMO energy (alpha / beta) ... -0.178 / -0.178 Ha
Orbital gap (alpha / beta) ... 6.775 / 6.776 eV


Q: What are the energies relative to the best structure? A: A 0.000; B 2.996, in eV.